# 1
ORCA calculation (ωB97M-V/def2-TZVPD) on the molecule C7H14.

The geometry in XYZ format:
```
21
Properties=species:S:1:pos:R:3:forces:R:3
C -1.282761 1.380250 0.099695 0.028 0.051 0.009
C -1.306381 -0.122688 0.449064 -0.041 -0.019 0.023
C -1.908799 -0.912258 -0.717131 -0.036 -0.044 -0.065
C 0.070199 -0.746428 0.839587 0.045 -0.041 -0.033
C 1.295920 0.124197 0.646276 -0.075 0.067 0.095
C 2.525519 -0.432025 -0.014895 0.180 -0.138 0.030
C 1.693474 0.597307 -0.723973 -0.055 0.107 -0.160
H -1.285038 1.536725 -0.985793 0.065 -0.049 0.148
H -2.164481 1.889756 0.500131 0.055 -0.098 -0.083
H -0.400054 1.889687 0.489303 -0.140 -0.021 0.053
H -1.973916 -0.246484 1.311265 0.104 0.013 -0.119
H -2.852230 -0.475457 -1.062661 0.085 -0.052 0.090
H -1.211451 -0.907972 -1.564912 -0.108 0.012 0.086
H -2.093499 -1.958058 -0.445404 0.029 0.143 -0.025
H 0.044275 -1.073763 1.887242 -0.002 0.073 -0.157
H 0.209865 -1.666826 0.256039 -0.026 0.143 0.039
H 1.482157 0.834133 1.451508 -0.015 -0.088 -0.161
H 3.501171 -0.136805 0.358958 -0.149 -0.038 -0.046
H 2.474360 -1.454843 -0.380444 0.012 0.157 0.082
H 1.093745 0.276020 -1.572778 0.089 0.005 0.177
H 2.087931 1.605536 -0.821083 -0.044 -0.184 0.018
```
Forces are in eV/Å.

**SMILES**: CC(C)CC1CC1
**Max |F|**: 0.2 eV/A
**Relative energy (zero: lowest compared OMol25 entry of this formula, charge and spin)**: 108.5 kJ/mol
**LUMO energy**: 1.2 eV
**E_tot**: -275.074937 a.u.
**Molar mass**: 98.2 g/mol

# 2
ORCA calculation (ωB97M-V/def2-TZVPD) on the molecule C7H14.

The geometry in XYZ format:
```
21
Properties=species:S:1:pos:R:3:forces:R:3
C -1.318978 -1.680513 -0.935278 0.315 0.234 0.214
C -0.308759 -0.596908 -1.372897 1.713 0.281 1.539
C -0.774457 0.825759 -1.087551 1.002 1.255 1.563
C 0.524120 1.305552 0.002620 -1.770 -0.271 -1.482
C 0.288446 1.832512 1.475813 -0.255 -0.224 -0.531
C 1.048963 -0.131204 -0.188725 -1.195 -1.258 -1.444
C 1.046976 -1.051885 1.018692 -0.074 -0.181 -0.173
H -1.604525 -1.537530 0.110675 0.067 -0.133 -0.007
H -2.264885 -1.634221 -1.509917 0.503 0.196 0.022
H -0.923228 -2.697608 -1.060128 -0.023 0.234 0.078
H -0.117597 -0.819506 -2.459959 0.700 0.565 1.160
H -1.024370 1.359641 -2.026268 0.262 0.421 0.931
H -1.596594 0.787683 -0.394074 -0.890 0.152 -0.129
H 1.145339 2.080273 -0.463128 0.006 -0.457 -0.173
H -0.182310 1.122434 2.170389 -0.078 0.051 -0.462
H 1.221166 2.138089 1.996916 -0.207 -0.292 -0.702
H -0.331351 2.736735 1.459961 0.001 -0.181 -0.092
H 2.035988 -0.110312 -0.658857 -0.191 -0.342 -0.131
H 1.101995 -2.065136 0.620692 0.076 -0.173 0.277
H 0.128567 -0.977461 1.615106 0.174 -0.009 -0.222
H 1.894368 -0.904545 1.703320 -0.138 0.131 -0.236
```
Forces are in eV/Å.

**SMILES**: C[C@@H]1[C@H](C)C[C@@H]1C
**Max |F|**: 2.3 eV/A
**Relative energy (zero: lowest compared OMol25 entry of this formula, charge and spin)**: 246.5 kJ/mol
**LUMO energy**: 1.1 eV
**E_tot**: -275.022360 a.u.
**Molar mass**: 98.2 g/mol